1.
Computed, not measured: C38H53N7PrSSeSi as an isolated structure, with ωB97M-V/def2-TZVPD.

Output
Frontier orbital gap (spin up / spin down) ... 7.9 / 8.0 eV
Lowest unoccupied orbital energy (spin up / spin down) ... -0.0930 / -0.0922 Eh
Spin multiplicity ... 3
Total charge ... +1
DFT total energy ... -148821.410 eV
Relative energy (zero: lowest compared OMol25 entry of this formula, charge and spin) ... 223.90 kJ/mol
Expectation value of S² ... 2.003

Each line ends with the Löwdin spin population.
Element x y z (Å)
Pr (0.647, 0.815, 0.188)  2.0362
C (2.890, 0.246, 3.077)  -0.0001
C (3.877, 0.310, 1.928)  0.0001
C (3.912, -0.925, 1.016)  0.0000
C (4.965, -1.815, 1.019)  -0.0001
C (5.024, -2.830, 0.091)  0.0002
C (4.013, -2.972, -0.828)  0.0000
C (2.958, -2.120, -0.695)  0.0001
N (2.890, -1.091, 0.164)  -0.0021
N (1.674, 1.093, 2.765)  -0.0022
C (2.161, 2.469, 3.027)  0.0001
C (1.532, 3.621, 2.308)  -0.0001
C (1.653, 4.897, 2.724)  -0.0001
C (0.891, 5.885, 2.100)  0.0001
C (0.068, 5.552, 1.062)  0.0000
C (0.044, 4.208, 0.621)  0.0005
N (0.700, 3.289, 1.289)  -0.0029
C (0.575, 0.761, 3.762)  0.0002
C (-0.622, 1.546, 3.459)  0.0000
C (-1.327, 2.113, 4.510)  -0.0001
C (-2.522, 2.791, 4.191)  0.0003
C (-2.974, 2.794, 2.880)  0.0000
C (-2.207, 2.156, 1.941)  0.0004
N (-1.029, 1.544, 2.199)  -0.0023
H (2.476, -0.792, 3.255)  0.0000
H (3.253, 0.598, 4.038)  -0.0001
H (3.644, 1.237, 1.280)  0.0001
H (4.886, 0.297, 2.360)  0.0000
H (5.771, -1.563, 1.762)  0.0000
H (5.841, -3.555, 0.168)  0.0000
H (4.127, -3.770, -1.521)  0.0000
H (2.083, -2.262, -1.351)  0.0001
H (2.206, 2.668, 4.096)  0.0000
H (3.210, 2.480, 2.779)  0.0000
H (2.371, 5.157, 3.521)  0.0000
H (1.031, 6.926, 2.395)  0.0000
H (-0.451, 6.334, 0.520)  0.0000
H (-0.530, 3.890, -0.253)  0.0002
H (0.357, -0.348, 3.692)  0.0001
H (0.911, 0.793, 4.844)  0.0000
H (-1.122, 1.944, 5.567)  0.0000
H (-3.182, 3.118, 4.977)  0.0000
H (-3.894, 3.230, 2.555)  0.0000
H (-2.584, 2.026, 0.902)  0.0001
C (-1.437, -3.222, -3.250)  0.0000
C (-2.944, -3.343, -3.072)  0.0000
C (-3.647, -2.011, -2.671)  0.0000
C (-3.679, -1.841, -1.129)  0.0000
N (-2.359, -1.708, -0.500)  0.0002
C (-1.629, -2.526, 0.234)  -0.0003
S (0.030, -2.127, 0.506)  -0.0042
N (-2.026, -3.724, 0.710)  -0.0003
C (-3.341, -4.381, 0.695)  -0.0001
C (-3.379, -5.559, 1.640)  0.0000
C (-3.647, -5.251, 3.119)  0.0000
C (-2.411, -4.935, 3.935)  0.0000
H (-1.070, -4.225, -3.565)  0.0000
H (-0.945, -2.982, -2.343)  0.0000
H (-1.109, -2.499, -3.970)  0.0000
H (-3.210, -4.089, -2.330)  0.0000
H (-3.403, -3.789, -3.931)  0.0000
H (-4.738, -1.996, -2.858)  0.0000
H (-3.212, -1.201, -3.133)  0.0000
H (-4.105, -2.771, -0.758)  0.0000
H (-4.287, -0.975, -0.810)  0.0000
H (-1.910, -0.851, -0.765)  0.0003
H (-1.308, -4.244, 1.207)  -0.0001
H (-3.613, -4.683, -0.264)  0.0000
H (-4.078, -3.657, 1.151)  0.0000
H (-2.460, -5.991, 1.552)  0.0000
H (-4.121, -6.315, 1.312)  0.0000
H (-4.050, -6.172, 3.513)  0.0000
H (-4.451, -4.511, 3.125)  0.0000
H (-1.878, -5.893, 4.019)  0.0000
H (-2.642, -4.585, 4.956)  0.0000
H (-1.621, -4.316, 3.521)  0.0000
N (6.726, 2.578, -4.383)  0.0003
C (5.849, 2.625, -3.624)  0.0000
C (4.636, 2.640, -2.853)  0.0005
C (3.711, 1.672, -3.270)  -0.0005
C (2.733, 1.308, -2.377)  -0.0014
C (2.554, 1.806, -1.125)  -0.0124
C (3.526, 2.731, -0.759)  -0.0010
C (4.494, 3.276, -1.609)  -0.0005
H (3.620, 1.236, -4.234)  -0.0001
H (1.913, 0.677, -2.757)  -0.0002
H (3.292, 3.383, 0.063)  -0.0002
H (5.087, 4.127, -1.290)  -0.0001
C (-0.766, 3.508, -4.424)  -0.0001
Si (-1.434, 1.755, -3.873)  -0.0010
C (-3.076, 1.702, -4.726)  -0.0005
C (-0.359, 0.364, -4.622)  0.0001
Se (-1.617, 1.544, -1.595)  -0.0067
H (-0.275, 3.415, -5.435)  0.0000
H (0.145, 3.804, -3.847)  0.0000
H (-1.527, 4.303, -4.506)  0.0000
H (-2.789, 1.589, -5.771)  -0.0001
H (-3.611, 2.626, -4.461)  0.0000
H (-3.680, 0.830, -4.390)  0.0000
H (0.054, 0.523, -5.632)  0.0000
H (-1.059, -0.382, -4.813)  0.0000
H (0.335, -0.010, -3.915)  0.0000

---

2.
Computed, not measured: an isolated ion of composition C3H9N2O and charge -1, with ωB97M-V/def2-TZVPD.

Output
Frontier orbital gap ... 6.6 eV
Lowest unoccupied orbital energy ... 0.1546 Eh
Total charge ... -1
DFT total energy ... -8283.836 eV
Relative energy (zero: lowest compared OMol25 entry of this formula, charge and spin) ... 106.58 kJ/mol
SMILES ... NCCNC[O-]

Each line ends with the Mulliken charge.
Element x y z (Å)
N (1.172, -1.901, -0.175)  -0.7691
C (0.897, -0.844, -1.183)  -0.5745
C (1.071, 0.568, -0.612)  -0.6216
N (0.096, 0.824, 0.423)  -0.2799
C (-1.336, 0.374, 0.345)  -0.1881
O (-2.078, 1.024, 1.207)  -0.8349
H (0.287, -1.985, 0.343)  0.3927
H (1.679, -1.439, 0.588)  0.2510
H (-0.126, -0.973, -1.519)  0.3739
H (1.594, -0.938, -2.017)  0.3091
H (0.965, 1.262, -1.451)  0.3238
H (2.065, 0.597, -0.152)  0.3371
H (0.023, 1.811, 0.634)  0.2111
H (-1.667, 0.485, -0.737)  0.0958
H (-1.327, -0.745, 0.484)  -0.0262

---

3.
Computed, not measured: a 6-piece molecular cluster, C19H18F8N2O19 overall, with ωB97M-V/def2-TZVPD.

Output
Frontier orbital gap ... 9.5 eV
Lowest unoccupied orbital energy ... -0.0455 Eh
DFT total energy ... -83614.898 eV
SMILES ... NC(=O)O[C@H](F)N(C(=O)F)C(=O)F.O=C1OC[C@@H](F)O1.O=C1OC[C@@H](F)O1.O=C1OC[C@@H](F)O1.O=C1OC[C@@H](F)O1.O=C1OC[C@@H](F)O1

Each line ends with the Mulliken charge.
Element x y z (Å)
N (2.041, -1.164, 0.678)  -0.2860
C (1.668, -0.218, 1.738)  0.4709
O (2.258, 0.841, 2.044)  -0.4915
O (0.444, -0.529, 2.475)  -0.2114
C (-0.594, 0.119, 1.678)  0.2882
F (-0.847, 1.441, 2.166)  -0.3231
N (-1.862, -0.675, 1.668)  0.0946
C (-1.417, -2.106, 1.687)  0.6722
O (-1.562, -2.773, 2.759)  -0.5519
F (-0.797, -2.610, 0.483)  -0.1890
C (-2.703, -0.380, 0.496)  0.4772
O (-2.311, -0.414, -0.701)  -0.4144
F (-4.099, -0.073, 0.670)  -0.2441
H (2.940, -1.633, 0.855)  0.2965
H (1.977, -0.756, -0.264)  0.1831
H (-0.198, 0.155, 0.588)  0.2056
O (2.440, 0.674, -3.562)  -0.5423
C (1.260, 0.574, -3.747)  0.5146
O (0.337, 0.463, -2.750)  -0.1122
C (-0.939, 0.502, -3.372)  -0.3402
C (-0.631, 0.059, -4.766)  0.3526
F (-1.462, 0.647, -5.658)  -0.2963
O (0.677, 0.550, -4.979)  -0.3213
H (-1.331, 1.523, -3.331)  0.1853
H (-1.641, -0.163, -2.870)  0.3030
H (-0.643, -1.026, -4.906)  0.2882
O (1.010, -6.337, -1.596)  -0.5145
C (0.064, -6.432, -0.870)  0.6208
O (-1.232, -6.465, -1.300)  -0.3118
C (-2.033, -6.717, -0.155)  -0.4043
C (-1.157, -6.241, 0.957)  0.8646
F (-1.369, -6.966, 2.082)  -0.3194
O (0.146, -6.514, 0.489)  -0.2902
H (-2.251, -7.788, -0.092)  0.2829
H (-2.976, -6.171, -0.207)  0.3011
H (-1.251, -5.174, 1.180)  -0.2441
O (-0.428, 2.776, -0.105)  -0.4634
C (-0.886, 3.810, 0.297)  0.4475
O (-0.521, 5.036, -0.167)  -0.1025
C (-1.377, 5.980, 0.457)  -0.6045
C (-1.811, 5.251, 1.688)  0.3294
F (-3.067, 5.609, 2.048)  -0.2972
O (-1.830, 3.900, 1.275)  -0.2639
H (-2.211, 6.211, -0.212)  0.2869
H (-0.845, 6.903, 0.685)  0.3512
H (-1.134, 5.366, 2.540)  0.2977
O (0.080, 7.438, -1.356)  -0.5101
C (0.604, 6.890, -2.288)  0.5906
O (1.079, 5.613, -2.259)  -0.1931
C (1.493, 5.302, -3.580)  -0.4560
C (1.748, 6.655, -4.162)  0.3721
F (1.480, 6.672, -5.490)  -0.2954
O (0.803, 7.473, -3.503)  -0.3035
H (0.692, 4.765, -4.095)  0.2655
H (2.387, 4.677, -3.575)  0.2525
H (2.756, 7.040, -3.982)  0.2879
O (4.014, -4.034, 2.968)  -0.5349
C (3.069, -4.122, 3.699)  0.5496
O (1.773, -4.149, 3.273)  -0.1643
C (0.975, -4.392, 4.422)  -0.2890
C (1.854, -3.917, 5.532)  0.3332
F (1.643, -4.634, 6.661)  -0.2942
O (3.155, -4.199, 5.057)  -0.3180
H (0.751, -5.461, 4.488)  0.2592
H (0.035, -3.840, 4.370)  0.2051
H (1.766, -2.848, 5.750)  0.2685

---

4.
Computed, not measured: C4H4O4 in the gas phase, with ωB97M-V/def2-TZVPD.

Output
Frontier orbital gap ... 9.1 eV
Lowest unoccupied orbital energy ... -0.0545 Eh
DFT total energy ... -12400.224 eV
Relative energy (zero: lowest compared OMol25 entry of this formula, charge and spin) ... 297.24 kJ/mol
SMILES ... CC(=O)C(=O)C(=O)O

Each line ends with the Mulliken charge.
Element x y z (Å)
C (-2.512, -0.403, -0.014)  -1.0146
C (-1.078, -0.462, 0.617)  0.5346
O (-0.749, -1.221, 1.534)  -0.4705
C (0.008, 0.463, 0.243)  0.6056
O (0.441, 1.185, 1.228)  -0.5574
C (1.084, 0.073, -0.879)  0.4397
O (0.793, -0.646, -1.810)  -0.4911
O (2.166, 0.854, -0.840)  -0.4927
H (-2.675, 0.676, 0.067)  0.3090
H (-2.352, -0.587, -1.133)  0.2746
H (-3.478, -0.711, 0.172)  0.4260
H (2.275, 1.227, 0.196)  0.4370

---

5.
Computed, not measured: a 2-piece molecular cluster, C6H14NO3PS2 overall, with ωB97M-V/def2-TZVPD.

Output
Frontier orbital gap ... 9.4 eV
Lowest unoccupied orbital energy ... 0.0228 Eh
DFT total energy ... -45040.014 eV
Relative energy (zero: lowest compared OMol25 entry of this formula, charge and spin) ... 112.84 kJ/mol
SMILES ... COC(=O)NP(S)S.C/C=C\OC

Each line ends with the Mulliken charge.
Element x y z (Å)
C (1.700, -1.715, -3.417)  -0.7837
O (0.973, -0.978, -2.454)  -0.2861
C (-0.324, -0.506, -2.721)  0.7254
O (-0.827, -0.460, -3.810)  -0.6222
N (-0.851, 0.233, -1.683)  -0.0543
P (-2.319, 1.127, -1.686)  0.1264
S (-1.706, 2.542, -3.228)  -0.3447
S (-3.718, -0.219, -2.729)  -0.2314
H (2.729, -1.465, -3.232)  0.2376
H (1.410, -1.556, -4.412)  0.3673
H (1.573, -2.743, -3.131)  0.3046
H (-0.345, 0.123, -0.766)  0.1655
H (-1.435, 1.379, -4.050)  0.2388
H (-4.684, 0.384, -2.047)  0.1340
C (-1.992, 0.836, 2.487)  -0.8051
C (-0.710, 1.338, 3.045)  -0.1434
C (0.534, 1.037, 2.642)  -0.2915
O (0.715, 0.155, 1.524)  -0.2880
C (2.051, -0.125, 1.131)  -0.7250
H (-2.471, 1.282, 1.527)  0.1444
H (-2.656, 0.612, 3.319)  0.3303
H (-1.706, -0.087, 1.986)  0.2427
H (-0.892, 1.959, 3.912)  0.3280
H (1.467, 1.326, 3.123)  0.3751
H (2.612, 0.795, 0.947)  0.3530
H (1.900, -0.753, 0.209)  0.1428
H (2.397, -0.777, 1.969)  0.3597